one | Here is a cluster of 3 separate species, C7H15N in total from OMol25. Energies are from ωB97M-V/def2-TZVPD.

Positions of all 23 atoms, in Å:
1 C 0.43 -0.73 -0.65
2 C -0.16 1.38 0.27
3 C 1.23 -1.33 0.47
4 C -0.35 1.27 1.76
5 C 1.11 2.07 -0.16
6 C -0.90 -0.55 -0.61
7 N 0.02 -2.46 -1.79
8 C -2.20 -0.61 -0.56
9 H 0.98 -0.28 -1.47
10 H -1.03 1.82 -0.23
11 H -0.50 -3.14 -1.23
12 H -0.57 -2.24 -2.59
13 H 0.58 -1.72 1.26
14 H 1.82 -2.15 0.06
15 H 1.91 -0.60 0.90
16 H -1.27 0.74 2.02
17 H 0.49 0.75 2.23
18 H -0.41 2.26 2.22
19 H 1.21 2.11 -1.25
20 H 1.13 3.11 0.20
21 H 2.00 1.58 0.24
22 H -2.78 0.19 -0.12
23 H -2.73 -1.45 -0.97

Values from the calculation:
Orbital gap (spin up / spin down), eV: 7.2527 / 7.7192
HOMO energy (spin up / spin down), eV: -6.388 / -6.812

These are the Mulliken partial charges, in e, on atoms 1 to 5: atom 1 (C): 0.68, atom 2 (C): -0.03, atom 3 (C): -1.34, atom 4 (C): -1.19, atom 5 (C): -1.34

two | Here is a cluster of 2 separate species, C7H15N in total from OMol25. Energies are from ωB97M-V/def2-TZVPD.

Positions of all 23 atoms, in Å:
1 C 1.94 0.89 1.84
2 C 2.11 0.82 0.52
3 C 2.12 2.03 -0.37
4 C 2.34 -0.50 -0.15
5 H 1.87 -0.01 2.42
6 H 1.64 1.81 2.33
7 H 3.10 2.17 -0.82
8 H 1.85 2.93 0.19
9 H 1.39 1.89 -1.18
10 H 2.30 -1.32 0.56
11 H 3.35 -0.51 -0.58
12 H 1.66 -0.72 -0.97
13 C -3.69 -0.60 0.85
14 C -2.46 -0.46 0.38
15 C -1.88 -1.38 -0.66
16 N -1.65 -0.67 -1.92
17 H -4.09 0.06 1.62
18 H -4.35 -1.39 0.49
19 H -1.78 0.20 0.91
20 H -0.95 -1.79 -0.24
21 H -2.56 -2.21 -0.81
22 H -1.29 -1.30 -2.63
23 H -0.97 0.07 -1.77

Values from the calculation:
Orbital gap, eV: 10.1903
HOMO energy, eV: -9.326
SMILES string: C=C(C)C.C=CCN

These are the Mulliken partial charges, in e, on atoms 1 to 5: atom 1 (C): -0.95, atom 2 (C): 0.96, atom 3 (C): -1.12, atom 4 (C): -1.21, atom 5 (H): 0.27

three | Here is a cluster of 2 separate species, C7H15N in total from OMol25. Energies are from ωB97M-V/def2-TZVPD.

Positions of all 23 atoms, in Å:
1 C 0.33 3.30 0.94
2 C 0.10 1.89 1.42
3 C -1.03 1.21 1.35
4 C -1.25 -0.19 1.85
5 H -0.53 3.61 0.34
6 H 0.41 4.01 1.76
7 H 1.24 3.39 0.34
8 H 1.01 1.36 1.70
9 H -1.92 1.66 0.91
10 H -0.51 -0.49 2.59
11 H -2.25 -0.30 2.27
12 H -1.26 -0.90 1.02
13 C 0.01 -0.49 -2.62
14 C 0.78 -1.26 -1.59
15 C 0.46 -2.50 -1.21
16 N 1.22 -3.23 -0.29
17 H -0.90 -1.02 -2.90
18 H -0.27 0.49 -2.24
19 H 0.61 -0.31 -3.52
20 H 1.59 -0.78 -1.06
21 H -0.38 -3.02 -1.66
22 H 0.68 -3.78 0.36
23 H 1.86 -2.65 0.23

Values from the calculation:
Orbital gap, eV: 9.1054
HOMO energy, eV: -8.013
SMILES string: C/C=C/C.C/C=C/N

These are the Mulliken partial charges, in e, on atoms 1 to 5: atom 1 (C): -1.19, atom 2 (C): -0.01, atom 3 (C): -0.05, atom 4 (C): -1.11, atom 5 (H): 0.31

Energetically preferred structure: three | next structure: +0.0114 hartree

one | Here is a cluster of 2 separate species, CH6N3S2 in total from OMol25. Energies are from ωB97M-V/def2-TZVPD.

Positions of all 12 atoms, in Å:
1 C 1.55 0.68 0.46
2 N 0.45 1.35 0.48
3 N 2.39 0.07 -0.04
4 N -2.03 -0.05 -0.07
5 S 3.75 -0.83 -0.12
6 S -1.96 -1.72 0.23
7 H -0.54 1.00 0.44
8 H 0.50 2.11 1.12
9 H -2.81 0.31 0.37
10 H -1.89 0.12 -1.06
11 H 3.66 -1.04 -1.46
12 H -3.07 -2.00 -0.36

Values from the calculation:
Orbital gap, eV: 8.5415
HOMO energy, eV: -12.982
Net charge: +1

These are the Mulliken partial charges, in e, on atoms 1 to 5: atom 1 (C): 0.39, atom 2 (N): -0.28, atom 3 (N): 0.00, atom 4 (N): -0.77, atom 5 (S): 0.06

two | Here is the ion CH6N3S2 with charge +1 from OMol25. Energies are from ωB97M-V/def2-TZVPD.

Positions of all 12 atoms, in Å:
1 C -0.57 1.11 0.00
2 N 0.76 1.44 -0.22
3 N 1.34 -2.07 0.27
4 N -1.04 -0.08 -0.17
5 S -0.10 -1.93 -0.37
6 S -2.75 -0.36 0.11
7 H 1.17 2.19 0.26
8 H 1.32 0.86 -0.71
9 H -1.16 1.88 0.45
10 H 1.26 -2.35 1.16
11 H 0.41 -1.59 -1.58
12 H -2.45 -1.61 0.54

Values from the calculation:
Orbital gap, eV: 8.2672
HOMO energy, eV: -13.571
Net charge: +1

These are the Mulliken partial charges, in e, on atoms 1 to 5: atom 1 (C): 0.19, atom 2 (N): -0.27, atom 3 (N): -0.42, atom 4 (N): -0.29, atom 5 (S): 0.36

Energetically preferred structure: one | next structure: +0.0303 hartree

one | Here is a cluster of 2 separate species, BrH2NOS in total from OMol25. Energies are from ωB97M-V/def2-TZVPD.

Positions of all 6 atoms, in Å:
1 N 0.27 1.93 1.17
2 O 0.87 -1.18 -1.46
3 S -0.13 0.74 1.83
4 Br -2.35 0.02 1.86
5 H 0.16 -0.68 -1.13
6 H 1.18 -0.82 -2.28

Values from the calculation:
Orbital gap, eV: 8.6502
HOMO energy, eV: -10.363

These are the Mulliken partial charges, in e, on atoms 1 to 5: atom 1 (N): -0.12, atom 2 (O): -0.62, atom 3 (S): 0.32, atom 4 (Br): -0.20, atom 5 (H): 0.30

two | Here is an isolated molecule of BrH2NOS from OMol25. Energies are from ωB97M-V/def2-TZVPD.

Positions of all 6 atoms, in Å:
1 N 0.97 0.14 -0.90
2 S -0.09 -0.37 0.13
3 O -0.10 -1.76 0.18
4 Br -2.03 0.57 0.23
5 H 1.12 1.19 -0.94
6 H 0.14 0.23 1.30

Values from the calculation:
Orbital gap, eV: 9.9184
HOMO energy, eV: -10.304
SMILES string: N=[S@H](=O)Br

These are the Mulliken partial charges, in e, on atoms 1 to 5: atom 1 (N): -0.55, atom 2 (S): 0.60, atom 3 (O): -0.44, atom 4 (Br): -0.07, atom 5 (H): 0.26

Energetically preferred structure: one | next structure: +0.0346 hartree

one | Here is a cluster of 2 separate species, C3H12N2O in total from OMol25. Energies are from ωB97M-V/def2-TZVPD.

Positions of all 18 atoms, in Å:
1 N -2.61 0.10 0.21
2 C -1.41 0.64 0.90
3 C -0.46 1.32 -0.15
4 C 0.81 1.78 0.58
5 N 1.70 2.67 -0.16
6 H -2.92 -0.66 0.80
7 H -3.20 0.89 0.03
8 H -1.56 1.36 1.75
9 H -0.90 -0.22 1.40
10 H -0.74 2.08 -0.87
11 H -0.10 0.50 -0.83
12 H 0.64 2.08 1.61
13 H 1.37 0.80 0.74
14 H 1.96 2.16 -1.00
15 H 1.02 3.37 -0.48
16 O 2.35 -6.61 -1.44
17 H 1.44 -6.44 -1.14
18 H 2.60 -5.85 -1.97

Values from the calculation:
Orbital gap, eV: 10.1507
HOMO energy, eV: -9.257
SMILES string: NCCCN.O

These are the Mulliken partial charges, in e, on atoms 1 to 5: atom 1 (N): -0.53, atom 2 (C): -0.61, atom 3 (C): -0.47, atom 4 (C): -0.70, atom 5 (N): -0.65

two | Here is a cluster of 2 separate species, C3H12N2O in total from OMol25. Energies are from ωB97M-V/def2-TZVPD.

Positions of all 18 atoms, in Å:
1 C -0.44 -1.56 0.23
2 C 0.22 -0.86 1.41
3 N -0.52 0.35 1.85
4 C 1.63 -0.43 1.10
5 N 2.29 0.11 2.26
6 H 0.12 -2.47 -0.02
7 H -1.43 -1.93 0.49
8 H -0.45 -0.86 -0.61
9 H 0.24 -1.50 2.29
10 H -0.51 1.00 1.06
11 H -1.52 0.15 1.95
12 H 1.57 0.29 0.30
13 H 2.16 -1.23 0.64
14 H 1.70 0.80 2.69
15 H 3.23 0.43 2.09
16 O -2.58 1.92 -5.58
17 H -3.35 2.19 -6.09
18 H -1.98 1.54 -6.23

Values from the calculation:
Orbital gap, eV: 9.7937
HOMO energy, eV: -8.802
SMILES string: C[C@H](N)CN.O

These are the Mulliken partial charges, in e, on atoms 1 to 5: atom 1 (C): -1.36, atom 2 (C): 0.33, atom 3 (N): -0.70, atom 4 (C): -0.73, atom 5 (N): -0.60

Energetically preferred structure: two | next structure: +0.0305 hartree

one | Here is a cluster of 2 separate species, C3H12N2O in total from OMol25. Energies are from ωB97M-V/def2-TZVPD.

Positions of all 18 atoms, in Å:
1 N 1.28 2.18 -1.62
2 C -0.13 1.84 -1.39
3 C -0.39 1.01 -0.13
4 C 0.68 -0.04 0.09
5 N 0.35 -1.03 1.10
6 H 1.77 2.11 -0.74
7 H 1.39 3.11 -1.99
8 H -0.71 2.77 -1.34
9 H -0.57 1.26 -2.20
10 H -1.33 0.48 -0.27
11 H -0.47 1.61 0.78
12 H 0.76 -0.61 -0.83
13 H 1.68 0.40 0.22
14 H 0.72 -0.75 2.00
15 H 0.79 -1.93 0.92
16 O -1.99 -4.38 1.48
17 H -2.46 -4.37 2.33
18 H -1.36 -3.65 1.59

Values from the calculation:
Orbital gap, eV: 10.0636
HOMO energy, eV: -9.187
SMILES string: NCCCN.O

These are the Mulliken partial charges, in e, on atoms 1 to 5: atom 1 (N): -0.53, atom 2 (C): -0.41, atom 3 (C): -0.48, atom 4 (C): -0.51, atom 5 (N): -0.55

two | Here is a cluster of 3 separate species, C3H12N2O in total from OMol25. Energies are from ωB97M-V/def2-TZVPD.

Positions of all 18 atoms, in Å:
1 C 2.04 -1.37 0.79
2 C 2.72 -0.66 -0.20
3 H 1.24 -2.09 0.36
4 H 2.09 -1.20 1.84
5 H 2.35 -0.69 -1.17
6 H 3.67 -0.25 0.00
7 N -2.17 1.07 1.34
8 C -1.99 -0.05 0.42
9 O -0.94 -0.99 0.24
10 H -1.43 1.76 1.32
11 H -2.02 0.57 2.32
12 H -2.05 0.28 -0.59
13 H -2.70 -0.79 0.59
14 H -0.06 -0.64 0.40
15 N -0.38 1.26 -2.07
16 H -0.49 2.04 -1.40
17 H -0.25 0.56 -1.41
18 H 0.35 1.19 -2.78

Values from the calculation:
Orbital gap, eV: 10.6409
HOMO energy, eV: -9.837
SMILES string: C=C.NCO.N

These are the Mulliken partial charges, in e, on atoms 1 to 5: atom 1 (C): -0.76, atom 2 (C): -0.37, atom 3 (H): 0.33, atom 4 (H): 0.32, atom 5 (H): 0.24

three | Here is a cluster of 2 separate species, C3H12N2O in total from OMol25. Energies are from ωB97M-V/def2-TZVPD.

Positions of all 18 atoms, in Å:
1 C -1.61 1.22 -0.89
2 C -0.41 0.82 -0.04
3 N -0.04 1.98 0.81
4 C -0.58 -0.48 0.74
5 N 0.69 -1.12 0.99
6 H -1.87 0.44 -1.59
7 H -1.30 2.12 -1.42
8 H -2.40 1.57 -0.23
9 H 0.42 0.63 -0.73
10 H -0.88 2.23 1.32
11 H 0.57 1.64 1.55
12 H -1.11 -0.37 1.69
13 H -1.29 -1.12 0.19
14 H 1.25 -1.39 0.20
15 H 0.75 -1.67 1.83
16 O 2.47 -2.51 -1.29
17 H 1.99 -1.70 -1.51
18 H 3.35 -2.28 -1.62

Values from the calculation:
Orbital gap, eV: 9.3627
HOMO energy, eV: -8.623
SMILES string: C[C@@H](N)CN.O

These are the Mulliken partial charges, in e, on atoms 1 to 5: atom 1 (C): -1.36, atom 2 (C): 0.54, atom 3 (N): -0.72, atom 4 (C): -0.63, atom 5 (N): -0.33

Energetically preferred structure: three | next structure: +0.0020 hartree